A.
Formula: C41H34Br2F9N3O10RbS3Sb
Source: the OMol25 dataset
Level of theory: ωB97M-V/def2-TZVPD

Values from the calculation:
Net charge: -2
Molecular weight (g/mol): 1362.95
Frontier orbital gap (eV): 7.77

Each line ends with the Mulliken charge.
CARTESIAN COORDINATES (ANGSTROEM)
Sb (-1.7781, -1.0907, 3.1413)  -0.3287
Rb (1.3113, 0.4207, -0.3281)  1.0811
Br (-3.5263, 2.2250, -3.8069)  -0.2021
Br (0.5611, 4.4296, 5.7252)  -0.2365
S (2.6232, -0.1637, 2.5261)  0.9597
S (3.4388, 2.7347, -4.7126)  1.0973
S (2.0690, 0.6538, -3.5365)  1.0810
F (1.9285, 3.9504, -2.8664)  -0.2281
F (1.5741, -2.0671, 4.0431)  -0.2241
F (3.3061, -2.6988, 2.9140)  -0.2732
F (1.4035, -2.4290, 1.9212)  -0.0530
F (2.4296, -1.9078, -4.1596)  -0.2167
F (3.5883, -0.5683, -5.3808)  -0.2487
F (4.1846, -0.9600, -3.3457)  -0.2506
F (3.9902, 3.7003, -2.2837)  -0.2205
F (3.4587, 5.1969, -3.7341)  -0.2614
O (4.6986, 2.1154, -4.4154)  -0.6317
O (3.3667, 0.2344, 3.6944)  -0.7451
O (-1.3296, -0.0641, -0.7672)  0.3156
O (2.6600, 1.0228, -2.2732)  -1.0175
O (0.7470, 0.1143, -3.5137)  -0.5834
O (-1.8721, -2.4774, 0.1109)  1.5408
O (3.3613, -0.2402, 1.2772)  -0.7188
O (3.2993, 3.5361, -5.8930)  -0.7065
O (-1.5169, 2.0436, -1.4715)  -0.7663
O (1.3150, 0.4446, 2.3781)  -0.3019
N (1.3813, -2.6689, -1.3123)  0.6236
N (-1.5372, 2.6194, 2.6884)  -0.1448
N (2.1875, 1.7597, -4.6486)  -0.6013
C (-2.5174, 0.4920, 7.2418)  -0.7181
C (-2.1870, -3.5150, 5.0878)  -0.1580
C (0.7995, 4.1290, 2.8982)  -0.2406
C (-6.6876, -0.4751, 3.0249)  -0.6492
C (-6.2582, 0.2972, -1.3967)  -0.8026
C (-4.4441, 0.3933, 2.9387)  -0.1858
C (-5.4965, -0.2341, -0.3660)  -0.9955
C (-5.6401, 1.0302, -2.3971)  -0.5084
C (3.1821, 3.9572, -3.3081)  0.6370
C (2.4234, -3.2873, -0.7641)  -0.6555
C (0.5014, -4.7954, -1.9129)  -0.8009
C (-0.8304, 2.9496, 1.6068)  -0.7690
C (-0.3466, 0.1198, 5.5603)  -0.4368
C (0.3370, 3.6972, 1.6686)  -0.7831
C (-2.3594, -3.4552, -0.7758)  -0.7985
C (-5.8157, 0.6004, 2.9162)  -0.4668
C (2.2091, -1.9314, 2.8669)  0.6826
C (0.4291, -3.4025, -1.8889)  0.2704
C (-0.6869, -2.6548, -2.5650)  0.3351
C (-4.2685, 1.2456, -2.3574)  0.2723
C (-0.1622, 0.6667, 6.8231)  -0.5703
C (-6.1776, -1.7587, 3.1424)  -0.6952
C (-2.1111, -3.1214, -2.2391)  -1.0788
C (-1.9759, 0.9270, -1.2101)  -0.3504
C (-2.1685, -4.8480, 5.4756)  -0.7379
C (-3.9201, -0.8914, 3.0858)  0.9870
C (-1.2483, 0.8604, 7.6645)  -0.6544
C (-1.7454, -5.8244, 4.5841)  -0.5418
C (-4.1280, -0.0283, -0.3586)  0.6737
C (0.0420, 3.8096, 4.0071)  -0.0774
C (2.5713, -4.6637, -0.7386)  -0.7095
C (1.5788, -5.4333, -1.3267)  -0.6841
C (-3.4830, 0.7232, -1.3392)  0.2020
C (-1.3399, -5.4582, 3.3094)  -0.6418
C (-1.3600, -4.1237, 2.9246)  -0.3556
C (-4.8017, -1.9632, 3.1719)  -0.7977
C (-1.6149, -0.2609, 5.1252)  0.6788
C (-1.7885, -3.1363, 3.8079)  0.4874
C (-1.1075, 3.0502, 3.8691)  -0.2635
C (-2.6948, -0.0729, 5.9845)  -0.5481
C (3.1370, -0.7758, -4.1423)  0.6125
H (-1.7367, -1.6203, -0.3682)  -0.6223
H (-5.9533, -0.8012, 0.4343)  0.4306
H (-3.6938, -0.3529, 5.6702)  0.4573
H (3.4351, -5.1083, -0.2639)  0.4540
H (1.7138, 4.6990, 2.9927)  0.4471
H (-2.7939, -2.3246, -2.5453)  0.3973
H (-6.2125, 1.4387, -3.2185)  0.3928
H (-1.6935, 2.7837, 4.7409)  0.4836
H (-1.8681, -4.4012, -0.5166)  0.4160
H (-0.9985, -6.2114, 2.6099)  0.4249
H (-3.5273, -0.4517, 0.4337)  0.2229
H (-7.3294, 0.1425, -1.4315)  0.3750
H (-3.7753, 1.2398, 2.8258)  0.3499
H (-0.2877, -5.3593, -2.3940)  0.4615
H (-2.5126, -2.7643, 5.7998)  0.3366
H (-1.7243, -6.8648, 4.8859)  0.3397
H (-1.1092, 1.3056, 8.6423)  0.3512
H (-6.8466, -2.6093, 3.2111)  0.3275
H (-4.4186, -2.9716, 3.2709)  0.3754
H (-0.5337, -2.7209, -3.6467)  0.6072
H (-6.2026, 1.6053, 2.7957)  0.3809
H (-3.4393, -3.6053, -0.6265)  0.3726
H (0.8728, 3.9263, 0.7570)  0.5982
H (0.8317, 0.9604, 7.1330)  0.4910
H (-0.5808, -1.6055, -2.3121)  -0.4387
H (3.1675, -2.6441, -0.3056)  0.4336
H (-3.3736, 0.6440, 7.8889)  0.3874
H (1.6468, -6.5148, -1.3341)  0.3921
H (-2.4798, -5.1209, 6.4771)  0.3801
H (-2.3864, -4.0014, -2.8337)  0.4717
H (-1.1958, 2.6126, 0.6432)  0.9113
H (-7.7586, -0.3116, 3.0040)  0.2846
H (-1.0384, -3.8413, 1.9298)  0.1206
H (0.5119, 0.0157, 4.9042)  0.2847

B.
Formula: C41H34Br2F9N3O10RbS3Sb
Source: the OMol25 dataset
Level of theory: ωB97M-V/def2-TZVPD

Values from the calculation:
Net charge: -2
Molecular weight (g/mol): 1362.95
Frontier orbital gap (eV): 7.29

Each line ends with the Mulliken charge.
CARTESIAN COORDINATES (ANGSTROEM)
Sb (-1.5008, 1.9631, 0.1439)  0.3145
Rb (2.0972, -0.3551, 1.3082)  0.5650
Br (2.2550, -4.0427, 5.9676)  -0.2279
Br (0.2611, 0.0277, -6.6577)  -0.2351
S (3.1134, 2.3494, 0.1836)  1.4770
S (6.0515, -1.3427, -0.7907)  1.0443
S (3.6809, -0.3790, -1.5523)  1.2190
F (4.8342, -2.8698, 1.0185)  -0.1645
F (4.7317, 3.7083, 1.7535)  -0.2289
F (4.8822, -0.8643, 1.8114)  -0.2079
F (6.6947, -2.0424, 1.6541)  -0.2738
F (4.7968, -1.2840, -3.8482)  -0.2510
F (2.6965, -0.8326, -3.9866)  -0.0628
F (2.6802, 4.4177, 1.7171)  -0.2321
F (3.1721, 2.5932, 2.7903)  -0.2160
F (3.3277, -2.6508, -2.9909)  -0.2425
O (2.6408, -1.3901, 4.0496)  -0.6354
O (3.8684, 1.1457, 0.4834)  -0.6559
O (0.2814, -1.8539, -2.4786)  0.0195
O (5.7268, -2.5942, -1.4270)  -0.6491
O (3.5798, 3.2397, -0.8496)  -0.7590
O (2.8330, 0.7182, -1.9399)  -0.1724
O (0.6412, -1.6131, 3.0231)  -0.6030
O (3.1743, -1.3455, -0.5957)  -0.3277
O (7.4423, -1.0038, -0.6953)  -0.7823
O (1.6670, 2.1880, 0.3215)  -0.0118
N (5.2420, -0.1032, -1.4112)  -0.4525
N (-1.5101, -2.0157, 0.7560)  0.6872
N (-0.2072, 1.6141, -2.8784)  0.3220
C (0.5265, 1.0624, -5.0810)  -0.4950
C (-0.3273, 2.8198, 2.7924)  -0.1446
C (1.5723, 1.9644, -5.0023)  -0.2096
C (-3.7309, -1.8891, 1.6422)  -0.8025
C (-2.2573, 5.8631, -1.9815)  -0.6834
C (-5.8536, 0.6668, 0.0506)  -0.8895
C (-3.3505, 4.4850, 0.1562)  -0.1642
C (-2.7105, 2.8204, 3.0430)  -0.1103
C (-4.6604, -0.2887, -1.8038)  -0.5423
C (-0.9116, -2.5916, -2.7148)  -0.1650
C (-4.6894, 1.3036, 0.4765)  -0.2566
C (2.5450, -5.1807, 1.4437)  -0.6663
C (-1.5930, 2.5909, 2.2312)  0.8238
C (-4.0530, -3.0886, 1.0249)  -0.7071
C (1.7432, -2.0346, 3.4576)  -0.1285
C (-3.3345, 6.4093, -1.2977)  -0.4512
C (-3.5015, 0.3501, -1.3731)  -0.1497
C (-5.8439, -0.1333, -1.0889)  -0.5244
C (-0.9463, -3.9597, -2.0463)  -1.3294
C (-0.6806, -3.8714, -0.5382)  0.8810
C (-0.3338, 0.9072, -4.0119)  -0.1622
C (-3.0769, -3.7575, 0.3005)  -0.7571
C (3.4527, 3.3175, 1.6884)  0.2650
C (-3.4890, 1.1602, -0.2241)  0.9643
C (-1.3075, 3.5416, 4.8713)  -0.4842
C (5.5410, -1.7408, 1.0253)  0.6035
C (2.1553, -3.8987, 1.7971)  0.5589
C (2.8251, -6.1162, 2.4301)  -0.7185
C (2.0703, -3.5093, 3.1379)  0.9679
C (-3.8852, 5.7095, -0.2267)  -1.0065
C (0.8230, 2.4581, -2.7900)  -0.1554
C (2.7195, -5.7636, 3.7705)  -0.3776
C (1.7199, 2.6788, -3.8267)  -1.3367
C (-1.8082, -3.1903, 0.1945)  0.1764
C (2.3613, -4.4651, 4.1096)  0.2660
C (-0.1843, 3.2894, 4.0960)  -0.7193
C (-2.4481, -1.3933, 1.4767)  -0.6501
C (-1.7348, 4.6265, -1.6001)  -0.2264
C (-2.2649, 3.9157, -0.5187)  0.8769
C (3.6416, -1.3553, -3.1855)  0.0047
C (-2.5726, 3.2975, 4.3435)  -0.9488
H (-6.7495, -0.6331, -1.4136)  0.3608
H (0.9778, 2.9474, -1.8286)  0.7193
H (-4.6394, -0.9110, -2.6926)  0.4368
H (-4.7428, 1.9098, 1.3732)  0.0059
H (-2.1385, -0.4759, 1.9766)  0.7246
H (1.0576, -2.4049, -2.6334)  0.0411
H (-1.2019, 3.9123, 5.8856)  0.3383
H (-4.7323, 6.1212, 0.3155)  0.3816
H (2.9173, -6.4884, 4.5505)  0.3709
H (-1.8137, 6.3988, -2.8151)  0.3987
H (2.2631, 2.0765, -5.8244)  0.4263
H (-1.1486, 0.1898, -4.0610)  0.4114
H (-3.2896, -4.7137, -0.1716)  0.4703
H (-4.4561, -1.3493, 2.2414)  0.4681
H (-1.0786, -2.7073, -3.7888)  0.4236
H (-3.4573, 3.4755, 4.9460)  0.3897
H (0.5627, 2.6307, 2.2034)  0.0035
H (-3.7922, 3.9685, 1.0041)  0.1058
H (-0.9110, 4.2257, -2.1630)  0.2476
H (-1.7194, -1.9748, -2.3124)  -0.1592
H (-3.7112, 2.6124, 2.6866)  0.0327
H (-0.5158, -4.8692, -0.1241)  0.5618
H (-2.5761, 0.2141, -1.9350)  -0.1603
H (1.9451, -3.1513, 1.0453)  -0.3305
H (-6.7715, 0.7942, 0.6157)  0.3955
H (2.6390, -5.4450, 0.3932)  0.4585
H (3.1224, -7.1246, 2.1609)  0.3556
H (2.5434, 3.3659, -3.6784)  0.4067
H (-3.7425, 7.3695, -1.5923)  0.3373
H (-1.9254, -4.4107, -2.2409)  0.4974
H (0.2118, -3.2812, -0.3634)  -1.0964
H (-5.0492, -3.5077, 1.1217)  0.3819
H (0.8106, 3.4497, 4.4986)  0.4764
H (-0.1892, -4.6060, -2.5071)  0.4358

Each structure's energy above the most stable one, in kJ/mol: A 0.0; B 295.1.